Molecular formula: C41H48BF5N10OS4Sn
Method: DFT, ωB97M-V with the def2-TZVPD basis set

E_LUMO (Ha): -0.0088
E_HOMO (eV): -6.9
Kohn-Sham gap (Eh): 0.24566
Energy relative to the best compared isomer or geometry (same formula, charge and spin) (kJ/mol): 105.0

Positions of all 111 atoms, in Å:
Sn 0.058 -1.068 0.429
C -2.515 -0.402 -3.180
C -2.024 0.918 -2.685
C -2.854 1.927 -2.343
C -2.337 3.149 -1.821
N -1.064 3.352 -1.729
N -0.235 2.354 -2.092
B 1.249 2.659 -1.963
N 1.992 2.617 -3.278
N 1.135 3.020 -4.251
C 1.531 3.038 -5.476
C 2.865 2.646 -5.817
C 3.737 2.278 -4.855
C 5.137 1.870 -5.169
C 3.296 2.276 -3.468
S 4.306 1.881 -2.212
C 0.537 3.479 -6.535
C 1.079 4.727 -7.241
C -0.814 3.803 -5.900
C 0.360 2.341 -7.550
N 1.840 2.676 -0.579
N 1.570 3.906 -1.056
C 1.890 5.007 -0.467
C 2.454 4.851 0.835
C 2.701 3.631 1.371
C 3.287 3.477 2.733
C 2.448 2.413 0.600
S 2.889 0.904 1.090
C 1.698 6.335 -1.162
C 3.081 6.979 -1.318
C 1.074 6.127 -2.541
C 0.800 7.233 -0.304
C -0.612 1.130 -2.510
S 0.538 -0.068 -2.762
C -3.285 4.221 -1.314
C -4.130 3.608 -0.188
C -2.511 5.414 -0.765
C -4.194 4.689 -2.458
H -3.598 -0.394 -3.285
H -2.051 -0.657 -4.133
H -2.224 -1.187 -2.478
H -3.924 1.799 -2.441
H 3.176 2.648 -6.853
H 5.323 1.933 -6.239
H 5.843 2.505 -4.632
H 5.322 0.853 -4.821
H 1.206 5.546 -6.531
H 2.041 4.539 -7.719
H 0.381 5.050 -8.015
H -0.727 4.614 -5.176
H -1.515 4.104 -6.680
H -1.222 2.938 -5.378
H 1.293 2.105 -8.061
H 0.005 1.437 -7.055
H -0.371 2.630 -8.307
H 2.699 5.740 1.403
H 3.393 4.441 3.225
H 2.660 2.816 3.333
H 4.258 2.986 2.662
H 3.745 6.338 -1.900
H 2.981 7.933 -1.837
H 3.550 7.169 -0.352
H 1.740 5.564 -3.195
H 0.134 5.580 -2.474
H 0.886 7.098 -3.001
H 1.235 7.419 0.678
H 0.674 8.196 -0.799
H -0.184 6.785 -0.164
H -3.490 3.234 0.611
H -4.805 4.362 0.219
H -4.736 2.773 -0.541
H -1.830 5.108 0.031
H -1.925 5.891 -1.551
H -3.214 6.147 -0.366
H -4.796 3.874 -2.860
H -4.878 5.459 -2.098
H -3.605 5.111 -3.275
C -4.354 -2.785 0.621
C -2.959 -2.398 0.242
N -2.384 -1.311 0.615
N -3.089 -0.488 1.434
C -2.531 0.677 1.656
N -3.219 1.479 2.517
S -1.095 1.333 0.957
C -2.168 -3.320 -0.603
C -2.688 -4.513 -1.092
C -1.890 -5.312 -1.893
C -0.598 -4.910 -2.188
C -0.153 -3.713 -1.650
N -0.919 -2.951 -0.886
H -4.800 -2.005 1.227
H -4.341 -3.716 1.191
H -4.964 -2.948 -0.269
H -3.921 1.025 3.079
H -2.703 2.233 2.935
H -3.696 -4.813 -0.848
H -2.276 -6.245 -2.283
H 0.053 -5.506 -2.810
H 0.850 -3.346 -1.833
F 2.998 -2.366 6.559
C 2.216 -2.359 5.472
C 1.569 -1.203 5.078
F 1.718 -0.081 5.790
C 0.759 -1.206 3.957
F 0.131 -0.067 3.619
C 0.559 -2.344 3.173
O -0.215 -2.367 2.116
C 1.236 -3.495 3.600
F 1.101 -4.627 2.894
C 2.041 -3.510 4.723
F 2.659 -4.638 5.090